131
Properties=species:S:1:pos:R:3:forces:R:3 method="wB97M-V/def2-TZVPD" relative_energy_kj_mol=17.6 total_charge=-2 e_homo_ev="-2.4 / -2.8" e_lumo_ev="3.82 / 1.95" orbital_gap_ev="6.1967 / 4.7951" multiplicity=5 s_squared=6.024
Pd 0.1469 0.6045 -0.3516 -0.3 -0.4 0.3
S 0.9973 -2.8647 2.1461 0.0 -0.2 -0.1
As 1.6855 -1.9479 0.3531 0.9 0.1 0.2
S 0.0453 -1.7049 -1.1218 0.0 0.4 0.2
S 2.6133 -0.0453 0.4471 -0.3 -0.1 -0.2
S 2.9855 -3.5496 -0.1502 -0.2 -0.3 0.1
C -0.0603 7.5987 2.2065 0.1 0.1 0.0
C 0.2540 7.1165 0.8162 0.0 -0.1 0.0
C -0.4870 7.5535 -0.2756 0.0 0.0 0.0
C -0.2393 7.0771 -1.5533 0.0 0.0 0.0
C -1.1115 7.5265 -2.6978 0.0 -0.1 0.0
C 0.7931 6.1473 -1.7518 0.0 -0.1 0.0
C 1.5424 5.6874 -0.6679 0.0 -0.1 0.0
C 2.6244 4.6459 -0.8079 0.0 0.1 0.0
C 1.2554 6.1839 0.6021 0.0 0.1 0.1
C 1.1099 5.7405 -3.1591 0.0 0.1 0.0
C 1.9222 6.6252 -3.8678 0.0 0.1 -0.1
C 2.2121 6.4180 -5.2064 0.0 0.0 0.1
C 1.6810 5.3106 -5.8444 0.0 0.0 0.1
C 0.8906 4.3973 -5.1472 0.0 -0.1 -0.1
C 0.5973 4.5951 -3.7868 0.1 0.0 -0.1
Ge -0.3176 3.1599 -2.7623 0.0 -0.1 -0.2
S 1.1633 1.6546 -2.2874 -0.1 0.2 -0.1
S -2.1386 2.2998 -3.7864 0.1 0.0 0.1
Ge -2.8683 2.2383 -1.6426 0.1 0.1 -0.1
S -2.4448 0.3674 -0.6827 0.0 0.2 0.1
S -1.5150 3.9307 -1.0348 0.0 0.2 0.3
C -4.7853 2.7196 -1.4694 -0.2 0.0 0.5
C -5.3492 3.0879 -0.2192 0.0 0.1 -0.2
C -6.7294 3.2362 -0.0953 0.0 0.0 0.0
C -7.5767 3.0157 -1.1687 0.0 0.0 0.0
C -7.0355 2.6563 -2.3869 0.0 0.1 -0.1
C -5.6565 2.5142 -2.5455 0.1 -0.1 -0.1
C -5.2067 2.1123 -3.9216 -0.2 -0.1 0.0
C -5.0909 0.7660 -4.2622 0.0 -0.1 0.0
C -5.1887 -0.3386 -3.2376 -0.1 0.0 -0.1
C -4.8532 0.4238 -5.5958 0.0 0.0 0.0
C -4.7388 1.3823 -6.5864 0.0 -0.1 0.0
C -4.5169 0.9936 -8.0266 0.0 0.0 0.0
C -4.8209 2.7233 -6.2164 -0.1 0.0 0.0
C -5.0357 3.1024 -4.9010 -0.2 0.0 -0.1
C -5.0606 4.5575 -4.5171 0.1 0.0 0.0
C -4.5725 3.3977 1.0291 0.1 -0.1 -0.2
C -4.4261 2.4469 2.0419 0.0 0.0 -0.1
C -5.0104 1.0610 1.9564 0.0 0.0 -0.1
C -3.7619 2.8056 3.2130 0.0 -0.1 0.0
C -3.2745 4.0820 3.4162 0.0 0.1 0.1
C -2.6221 4.4552 4.7234 0.0 0.0 -0.1
C -3.4478 5.0237 2.4048 0.0 0.0 0.1
C -4.0962 4.7065 1.2207 0.1 0.0 -0.1
C -4.3076 5.7736 0.1745 0.0 -0.1 0.0
C 0.3750 3.2250 -5.9298 -0.1 0.1 0.0
C -0.8836 3.3059 -6.5392 0.0 0.0 0.0
C -1.7787 4.5092 -6.3714 0.1 0.0 0.0
C -1.3260 2.2502 -7.3284 0.0 0.1 0.0
C -0.5594 1.1095 -7.5128 0.0 0.0 0.0
C -1.0798 -0.0550 -8.3139 0.0 0.0 0.0
C 0.6914 1.0555 -6.9142 0.0 0.0 0.0
C 1.1816 2.0992 -6.1364 0.1 0.0 0.0
C 2.5640 1.9939 -5.5474 0.0 0.0 0.0
H -0.6582 8.5115 2.1872 0.0 0.0 0.0
H 0.8504 7.7940 2.7754 0.0 0.0 0.0
H -0.6268 6.8418 2.7450 -0.1 -0.1 0.1
H -1.2950 8.2644 -0.1246 0.0 0.0 0.0
H -1.8051 8.3029 -2.3705 0.0 0.0 0.0
H -1.7000 6.6831 -3.0722 0.0 0.0 0.0
H -0.5244 7.9110 -3.5343 0.0 0.0 0.0
H 2.8214 4.3852 -1.8463 0.0 0.0 0.0
H 2.3214 3.7252 -0.3013 0.0 0.0 0.0
H 3.5556 4.9996 -0.3547 0.0 0.0 0.0
H 1.8301 5.8174 1.4506 0.0 0.0 -0.1
H 2.3076 7.4988 -3.3521 0.0 0.0 0.0
H 2.8421 7.1152 -5.7468 0.0 0.0 0.0
H 1.8883 5.1254 -6.8934 0.0 0.0 0.0
H -7.1320 3.5197 0.8714 0.0 0.0 0.0
H -8.6496 3.1189 -1.0536 0.0 0.0 0.0
H -7.6770 2.4822 -3.2450 0.0 0.0 0.0
H -5.2272 0.0403 -2.2187 0.0 0.0 0.0
H -4.3164 -0.9907 -3.3078 0.0 0.0 0.0
H -6.0799 -0.9497 -3.4084 0.0 0.0 0.0
H -4.7580 -0.6264 -5.8579 0.0 0.0 0.0
H -4.6034 -0.0855 -8.1591 0.0 0.0 0.0
H -3.5211 1.2899 -8.3664 -0.4 -0.2 0.0
H -5.2445 1.4765 -8.6829 0.0 0.0 0.0
H -4.7144 3.4926 -6.9775 0.0 0.0 0.0
H -5.0859 5.1951 -5.4021 0.0 0.0 0.0
H -4.1592 4.7995 -3.9440 0.0 0.0 0.0
H -5.9193 4.7949 -3.8875 0.0 0.0 0.0
H -5.2970 0.7932 0.9435 0.0 0.0 -0.1
H -5.8979 0.9909 2.5972 0.1 0.0 -0.1
H -4.2790 0.3283 2.2936 0.0 0.0 0.0
H -3.6222 2.0513 3.9830 0.0 0.0 0.0
H -2.3634 3.5689 5.2996 0.0 -0.1 0.0
H -3.2954 5.0632 5.3348 0.0 0.0 0.0
H -1.7107 5.0308 4.5683 0.1 0.0 0.0
H -3.0727 6.0337 2.5427 0.0 0.0 0.0
H -3.9214 6.7316 0.5267 0.0 0.0 0.0
H -5.3681 5.8894 -0.0631 0.0 0.0 0.0
H -3.7884 5.5238 -0.7538 0.0 0.0 0.0
H -1.5582 5.0600 -5.4588 0.0 0.0 0.0
H -2.8210 4.1917 -6.3279 0.2 0.0 0.0
H -1.6648 5.2008 -7.2134 0.0 0.0 0.0
H -2.3071 2.3211 -7.7915 0.3 0.2 0.2
H -1.7288 0.2794 -9.1254 0.0 0.0 0.0
H -1.6625 -0.7307 -7.6822 0.0 0.0 0.0
H -0.2609 -0.6320 -8.7463 0.0 0.0 0.0
H 1.3107 0.1740 -7.0538 0.0 0.0 0.0
H 3.1516 1.2506 -6.0885 0.0 0.0 0.0
H 2.5137 1.6955 -4.4981 0.0 0.0 0.0
H 3.0900 2.9489 -5.5831 0.0 0.0 0.0
C 3.8700 -0.5790 5.1181 0.0 0.0 0.0
C 4.0686 0.6996 4.3544 0.0 0.0 0.0
C 5.3242 1.2470 4.1500 0.0 0.0 0.0
C 5.4708 2.4112 3.4099 0.0 0.0 0.0
Cl 7.0764 3.0841 3.1804 -0.1 0.0 0.0
C 4.3793 3.0351 2.8445 0.0 0.0 0.0
C 3.1109 2.4982 3.0341 0.0 0.1 0.1
C 2.9585 1.3505 3.8038 0.0 0.0 -0.2
O 1.7629 0.7607 4.0564 0.0 0.1 0.2
C 0.5908 1.4846 3.6987 -0.1 -0.1 0.0
C 0.2499 1.2907 2.2272 -0.5 -0.2 -0.1
O -0.2571 0.1806 1.9087 0.2 0.2 -0.1
O 0.4837 2.2208 1.4270 0.0 0.0 -0.2
H 4.8212 -0.9514 5.5004 0.0 0.0 0.0
H 3.4223 -1.3412 4.4764 0.0 0.0 0.0
H 3.1829 -0.4327 5.9542 0.0 0.0 0.0
H 6.1978 0.7606 4.5673 0.0 0.0 0.0
H 4.5093 3.9202 2.2354 0.0 0.0 0.0
H 2.2512 2.9451 2.5490 0.1 0.0 0.0
H 0.7146 2.5445 3.9203 0.0 0.1 0.1
H -0.2147 1.0617 4.2979 0.0 0.0 0.0



24
Properties=species:S:1:pos:R:3:forces:R:3 method="wB97M-V/def2-TZVPD" relative_energy_kj_mol=0.0 total_charge=-1 e_homo_ev=-4.6 e_lumo_ev=2.51 orbital_gap_ev=7.1172
C -0.7367 1.1673 -2.2947 2.2 1.0 0.1
S 0.6621 0.3724 -1.3407 -1.7 -0.1 -0.7
C -0.2790 -0.4285 -0.0514 0.3 0.3 0.8
C 0.3238 -1.2744 0.8179 -0.3 1.3 -0.1
C 1.7413 -1.5944 0.9021 0.8 -3.5 1.2
C 2.8434 -0.8614 0.8715 1.0 0.1 -0.7
Cl 4.5055 -1.5946 0.9941 -1.0 0.0 0.1
C 2.9719 0.4912 0.3283 -0.7 1.3 3.3
C 2.7900 1.6010 1.0541 0.8 0.8 -0.9
Cl 2.7472 3.2670 0.2822 0.1 -1.7 0.6
C -1.6961 -0.0467 0.1797 0.3 -0.9 -2.5
C -2.2437 0.3412 1.3089 -1.3 2.2 0.3
C -3.7966 0.6739 1.2707 1.5 -2.1 -2.5
O -4.3317 0.6261 0.1328 0.0 0.7 0.6
O -4.2537 0.6934 2.3892 -1.5 0.8 2.3
H -1.6258 0.8159 -1.8749 -1.2 -0.4 0.0
H -0.6282 0.9716 -3.3540 0.0 -0.3 -0.1
H -0.6896 2.2551 -2.1394 0.0 -0.4 0.0
H -0.3229 -1.5582 1.6534 0.4 -0.5 -0.3
H 1.9831 -2.7270 1.1366 -0.6 2.2 -0.3
H 3.1662 0.4791 -0.6751 0.4 0.5 -2.5
H 2.8352 1.7106 2.1367 -0.6 -0.3 -0.4
H -2.3790 -0.1042 -0.7624 0.8 -0.1 2.3
H -1.7993 0.7326 2.2495 0.2 -1.0 -0.7



Copy entry 2 word for word.
24
Properties=species:S:1:pos:R:3:forces:R:3 method="wB97M-V/def2-TZVPD" relative_energy_kj_mol=0.0 total_charge=-1 e_homo_ev=-4.6 e_lumo_ev=2.51 orbital_gap_ev=7.1172
C -0.7367 1.1673 -2.2947 2.2 1.0 0.1
S 0.6621 0.3724 -1.3407 -1.7 -0.1 -0.7
C -0.2790 -0.4285 -0.0514 0.3 0.3 0.8
C 0.3238 -1.2744 0.8179 -0.3 1.3 -0.1
C 1.7413 -1.5944 0.9021 0.8 -3.5 1.2
C 2.8434 -0.8614 0.8715 1.0 0.1 -0.7
Cl 4.5055 -1.5946 0.9941 -1.0 0.0 0.1
C 2.9719 0.4912 0.3283 -0.7 1.3 3.3
C 2.7900 1.6010 1.0541 0.8 0.8 -0.9
Cl 2.7472 3.2670 0.2822 0.1 -1.7 0.6
C -1.6961 -0.0467 0.1797 0.3 -0.9 -2.5
C -2.2437 0.3412 1.3089 -1.3 2.2 0.3
C -3.7966 0.6739 1.2707 1.5 -2.1 -2.5
O -4.3317 0.6261 0.1328 0.0 0.7 0.6
O -4.2537 0.6934 2.3892 -1.5 0.8 2.3
H -1.6258 0.8159 -1.8749 -1.2 -0.4 0.0
H -0.6282 0.9716 -3.3540 0.0 -0.3 -0.1
H -0.6896 2.2551 -2.1394 0.0 -0.4 0.0
H -0.3229 -1.5582 1.6534 0.4 -0.5 -0.3
H 1.9831 -2.7270 1.1366 -0.6 2.2 -0.3
H 3.1662 0.4791 -0.6751 0.4 0.5 -2.5
H 2.8352 1.7106 2.1367 -0.6 -0.3 -0.4
H -2.3790 -0.1042 -0.7624 0.8 -0.1 2.3
H -1.7993 0.7326 2.2495 0.2 -1.0 -0.7